{
  "formula": "C41H83Br2Cl3NO20P4Si",
  "method": "ωB97M-V with the def2-TZVPD basis set",
  "symbols": ["C", "C", "O", "O", "C", "O", "C", "C", "C", "Cl", "C", "C", "C", "O", "Si", "C", "C", "C", "C", "C", "Br", "C", "C", "Br", "C", "Cl", "N", "Cl", "H", "H", "H", "H", "H", "H", "H", "H", "H", "H", "H", "H", "H", "H", "H", "H", "H", "H", "H", "H", "H", "H", "H", "O", "P", "O", "C", "C", "O", "C", "C", "O", "C", "C", "H", "H", "H", "H", "H", "H", "H", "H", "H", "H", "H", "H", "H", "H", "H", "O", "P", "O", "C", "C", "O", "C", "C", "O", "C", "C", "H", "H", "H", "H", "H", "H", "H", "H", "H", "H", "H", "H", "H", "H", "H", "O", "P", "O", "C", "C", "O", "C", "C", "O", "C", "C", "H", "H", "H", "H", "H", "H", "H", "H", "H", "H", "H", "H", "H", "H", "H", "O", "P", "O", "C", "C", "O", "C", "C", "O", "C", "C", "H", "H", "H", "H", "H", "H", "H", "H", "H", "H", "H", "H", "H", "H", "H"],
  "positions_angstrom": [[3.6330, -5.5279, 3.8931], [4.8824, -6.0495, 3.2427], [5.1677, -7.2119, 3.2350], [5.7737, -5.1325, 2.6668], [5.2034, -4.3069, 1.7185], [4.7467, -3.2470, 2.0185], [5.1414, -4.8267, 0.2762], [3.9457, -5.7380, 0.1664], [2.6861, -5.2113, 0.0285], [2.4610, -3.5215, -0.0879], [1.5600, -6.0540, -0.0199], [0.2082, -5.4142, -0.1069], [-0.2351, -5.1927, 1.3562], [-1.4733, -4.5592, 1.4239], [-1.8653, -3.9017, 2.9396], [-1.2061, -2.1660, 3.1650], [-3.6931, -4.0305, 3.2830], [-1.0034, -4.9640, 4.2442], [1.7506, -7.4385, 0.0707], [0.5386, -8.3492, 0.0603], [0.4956, -9.5024, 1.6324], [0.3425, -9.1752, -1.2348], [-1.1399, -9.5249, -1.3592], [0.8720, -8.0498, -2.7461], [3.0364, -7.9236, 0.1690], [3.3782, -9.5795, 0.2138], [4.1075, -7.0861, 0.2173], [5.6627, -7.7451, 0.3316], [3.8452, -4.7732, 4.6481], [3.1786, -6.3703, 4.4095], [2.8949, -5.1640, 3.1761], [6.0538, -5.3519, 0.0126], [5.0463, -3.9774, -0.3932], [-0.4881, -6.0746, -0.6174], [0.2192, -4.4849, -0.6673], [-0.2549, -6.1861, 1.8261], [0.5628, -4.6326, 1.8645], [-0.3092, -1.9620, 2.5793], [-1.9876, -1.4438, 2.9302], [-0.9125, -2.0451, 4.2105], [-4.0827, -4.9277, 2.8009], [-3.7838, -4.1854, 4.3600], [-4.2586, -3.1426, 3.0100], [0.0708, -4.7826, 4.2637], [-1.2107, -6.0146, 4.0194], [-1.4520, -4.7711, 5.2182], [-0.3488, -7.7402, 0.1655], [0.9707, -10.0597, -1.2271], [-1.4658, -9.8749, -0.3787], [-1.2987, -10.3029, -2.0986], [-1.6890, -8.6153, -1.5968], [-1.9904, 1.7887, -1.3396], [-2.2486, 2.1278, 0.0728], [-0.9671, 2.9516, 0.6152], [-0.3114, 3.9338, -0.1957], [-0.7892, 5.3356, 0.1264], [-2.0260, 0.7150, 0.8495], [-2.0337, -0.4952, 0.0957], [-0.6590, -0.9447, -0.3522], [-3.3306, 2.5877, 1.1501], [-4.0385, 3.8353, 1.0122], [-4.5531, 4.0773, -0.3903], [-0.4459, 3.7182, -1.2573], [0.7538, 3.8514, 0.0218], [-1.8211, 5.4830, -0.2021], [-0.1700, 6.0742, -0.3833], [-0.7467, 5.5230, 1.1994], [-2.6792, -0.3905, -0.7757], [-2.4830, -1.2507, 0.7423], [-0.1318, -0.1350, -0.8547], [-0.7369, -1.7906, -1.0388], [-0.0409, -1.2401, 0.4988], [-3.3984, 4.6529, 1.3509], [-4.8764, 3.7873, 1.7060], [-3.7340, 4.1151, -1.1168], [-5.0903, 5.0236, -0.4399], [-5.2272, 3.2766, -0.6965], [-0.7198, 0.6064, 10.1882], [-1.2373, -0.2940, 9.1453], [-2.7508, -0.7162, 9.5164], [-3.6660, 0.2236, 10.0875], [-4.5682, 0.8358, 9.0339], [-0.4637, -1.6926, 9.3752], [0.6674, -1.7780, 10.2442], [0.2578, -2.2535, 11.6224], [-1.2730, -0.5612, 7.5647], [-1.8047, 0.4095, 6.6495], [-1.3319, 1.8223, 6.9188], [-3.1354, 1.0027, 10.6368], [-4.2685, -0.3313, 10.8070], [-4.0051, 1.5015, 8.3751], [-5.3568, 1.4237, 9.5042], [-5.0272, 0.0611, 8.4189], [1.1894, -0.8236, 10.2973], [1.3542, -2.4964, 9.7927], [-0.5640, -1.6558, 12.0156], [1.0968, -2.1949, 12.3169], [-0.0874, -3.2876, 11.5807], [-2.8962, 0.3495, 6.6498], [-1.4773, 0.1021, 5.6561], [-1.6320, 2.1629, 7.9148], [-1.7535, 2.5095, 6.1858], [-0.2441, 1.8801, 6.8669], [3.4232, 1.1941, -5.9139], [3.3226, 1.8406, -4.5925], [1.7940, 2.3079, -4.3424], [0.6901, 1.4756, -4.7254], [0.2107, 0.6645, -3.5408], [4.0479, 3.2660, -4.8108], [4.8436, 3.5353, -5.9683], [4.0332, 4.2565, -7.0253], [3.7795, 1.8817, -3.0420], [3.5327, 0.8094, -2.1298], [3.9202, -0.5616, -2.6415], [0.9455, 0.8147, -5.5555], [-0.0972, 2.1446, -5.0745], [0.9551, -0.0950, -3.2802], [-0.7225, 0.1504, -3.7751], [0.0468, 1.2885, -2.6636], [5.2782, 2.6184, -6.3635], [5.6695, 4.1670, -5.6384], [3.1023, 3.7298, -7.2355], [4.5999, 4.3476, -7.9524], [3.7669, 5.2574, -6.6817], [2.4843, 0.8489, -1.8204], [4.1287, 1.0218, -1.2421], [3.3752, -0.8425, -3.5483], [3.7090, -1.3081, -1.8737], [4.9846, -0.5866, -2.8795], [-0.4344, 6.6604, -8.7673], [-0.8307, 7.5360, -7.6514], [-2.4128, 7.8484, -7.7686], [-3.3391, 6.8434, -8.1830], [-4.0122, 6.1796, -6.9969], [-0.2063, 8.9788, -8.0017], [0.7585, 9.1397, -9.0431], [0.0957, 9.5747, -10.3334], [-0.6265, 7.8116, -6.0856], [-0.9362, 6.8100, -5.1064], [-0.4169, 5.4347, -5.4689], [-2.8522, 6.0974, -8.8133], [-4.0893, 7.3477, -8.7928], [-3.3034, 5.5613, -6.4404], [-4.8241, 5.5336, -7.3331], [-4.4175, 6.9267, -6.3138], [1.3329, 8.2251, -9.1853], [1.4553, 9.9086, -8.7060], [-0.7339, 8.9163, -10.5902], [0.8123, 9.5725, -11.1558], [-0.3119, 10.5812, -10.2300], [-2.0152, 6.7955, -4.9294], [-0.4745, 7.1395, -4.1758], [-0.8478, 5.0748, -6.4090], [-0.6652, 4.7177, -4.6855], [0.6668, 5.4533, -5.5926]],
  "homo_lumo_gap_ev": 6.570,
  "energy_ha": -11355.20343,
  "spin_multiplicity": 1,
  "charge": 1
}

***

{
  "formula": "C10H20Cl10",
  "method": "ωB97M-V with the def2-TZVPD basis set",
  "symbols": ["Cl", "C", "C", "Cl", "H", "H", "H", "H", "Cl", "C", "C", "Cl", "H", "H", "H", "H", "Cl", "C", "C", "Cl", "H", "H", "H", "H", "Cl", "C", "C", "Cl", "H", "H", "H", "H", "Cl", "C", "C", "Cl", "H", "H", "H", "H"],
  "positions_angstrom": [[0.8687, 1.6113, -5.1412], [1.6596, 1.4389, -3.5484], [0.8045, 0.6931, -2.6155], [1.7472, 0.1719, -1.2244], [1.9062, 2.4084, -3.1156], [2.5816, 0.8757, -3.6921], [0.2592, -0.1627, -3.0134], [0.0120, 1.2891, -2.1628], [2.2088, -4.1197, -2.1753], [1.2355, -3.0030, -1.2437], [0.7020, -3.8094, -0.0112], [-0.2340, -2.7998, 1.2024], [0.4279, -2.6811, -1.9011], [1.9643, -2.2035, -1.1099], [1.5966, -4.1810, 0.4886], [0.0091, -4.6007, -0.2973], [2.7574, -0.9019, 5.1742], [1.0715, -1.4464, 4.7462], [0.8868, -1.0305, 3.2620], [-0.7832, -1.1066, 2.7793], [0.4017, -0.7693, 5.2763], [0.9110, -2.5117, 4.9116], [1.4908, -1.5023, 2.4869], [1.1827, 0.0023, 3.0779], [-1.8011, 3.0952, 1.6793], [-2.5313, 3.8902, 0.3306], [-2.6113, 3.0586, -0.9089], [-1.0212, 2.8335, -1.5265], [-1.9682, 4.8014, 0.1287], [-3.5990, 4.0824, 0.4364], [-3.1381, 3.6165, -1.6831], [-3.0448, 2.0737, -0.7354], [0.7185, 0.6183, 1.6701], [-0.3948, -0.3441, 0.5082], [-1.1345, 0.5133, -0.4814], [-2.0433, -0.4177, -1.7742], [-1.1074, -0.8757, 1.1389], [0.2735, -1.0316, -0.0104], [-0.4564, 1.2234, -0.9545], [-1.8085, 1.2013, 0.0290]],
  "homo_lumo_gap_ev": 9.742,
  "energy_ha": -4994.59274,
  "spin_multiplicity": 1
}

***

{
  "formula": "C17H27NO2",
  "method": "ωB97M-V with the def2-TZVPD basis set",
  "symbols": ["C", "C", "O", "C", "C", "C", "C", "C", "C", "H", "H", "H", "O", "C", "C", "H", "C", "H", "H", "C", "N", "C", "C", "C", "C", "C", "H", "H", "H", "H", "H", "H", "H", "H", "H", "H", "H", "H", "H", "H", "H", "H", "H", "H", "H", "H", "H"],
  "positions_angstrom": [[-5.6795, -2.1204, -0.3544], [-4.9411, -1.8717, 0.9584], [-5.0253, -0.5298, 1.3881], [-4.2750, 0.4354, 0.7843], [-3.3002, 0.1990, -0.1798], [-2.5783, 1.2620, -0.7135], [-2.8355, 2.5610, -0.2797], [-3.8025, 2.7865, 0.6795], [-4.5222, 1.7373, 1.2153], [-5.2780, 1.8964, 1.9669], [-3.9984, 3.7941, 1.0139], [-2.2692, 3.3700, -0.7114], [-1.6207, 1.1489, -1.6774], [-1.2091, -0.1242, -2.1239], [-0.2846, -0.8350, -1.1312], [-0.7764, -0.9003, -0.1581], [1.0362, -0.0865, -0.9723], [0.8151, 0.9486, -0.7100], [1.5785, -0.0889, -1.9192], [1.9217, -0.7361, 0.0914], [3.2995, -0.2896, -0.0005], [4.2076, -1.1718, 0.7101], [5.6545, -0.7863, 0.4191], [5.9080, 0.6535, 0.8491], [4.8943, 1.5558, 0.1561], [3.4762, 1.0784, 0.4538], [2.7634, 1.7148, -0.0721], [3.2778, 1.1654, 1.5396], [5.0557, 1.5200, -0.9223], [5.0075, 2.5892, 0.4886], [6.9256, 0.9546, 0.5932], [5.7931, 0.7375, 1.9329], [5.8323, -0.8806, -0.6532], [6.3257, -1.4696, 0.9427], [4.0275, -2.1959, 0.3716], [4.0313, -1.1383, 1.8025], [1.9201, -1.8174, -0.0771], [1.4959, -0.5544, 1.0958], [-0.1012, -1.8494, -1.4911], [-2.0765, -0.7514, -2.3671], [-0.6641, 0.0760, -3.0509], [-3.1038, -0.8061, -0.5129], [-5.4164, -2.4421, 1.7618], [-3.8944, -2.1943, 0.8857], [-6.7244, -1.8415, -0.2459], [-5.2515, -1.5292, -1.1602], [-5.6192, -3.1735, -0.6163]],
  "homo_lumo_gap_ev": 8.902,
  "smiles": "CCOc1cccc(OCCCCN2CCCCC2)c1",
  "energy_ha": -869.19096,
  "spin_multiplicity": 1
}